# 1
Formula: C4H10N2O
Source: the OMol25 dataset
Level of theory: ωB97M-V/def2-TZVPD

Structure (XYZ):
```
17
Properties=species:S:1:pos:R:3:lowdin_charge:R:1
O 0.086 -0.902 -2.486 0.06
C -0.068 -1.381 -1.396 -0.24
C 0.182 -0.641 -0.099 -0.39
C -0.580 0.682 -0.080 -0.17
C -0.431 1.556 1.157 -0.29
N 0.925 2.016 1.449 0.00
N -0.202 -1.505 1.025 0.05
H -0.377 -2.428 -1.242 0.12
H 1.263 -0.437 -0.103 0.14
H -0.271 1.261 -0.954 0.12
H -1.637 0.453 -0.280 0.13
H -1.073 2.417 1.017 0.11
H -0.792 1.046 2.052 0.10
H 1.220 2.670 0.733 0.07
H 1.570 1.230 1.418 0.06
H 0.569 -2.094 1.316 0.08
H -0.406 -0.943 1.847 0.06
```

The highest occupied orbital energy is -9.6 eV. Its spin multiplicity is 1. The calculation puts the HOMO-LUMO gap at 10.455 eV. The value obtained for the total energy is -9337.356 eV. The value obtained for the energy above the lowest of the compared OMol25 structures with the same formula, charge and spin is 1.632 eV. The SMILES is NCC[C@@H](N)C=O. The strongest force on any atom comes out at 0.01593 hartree/bohr.



# 2
Formula: C22H23IrN5O2Se
Source: the OMol25 dataset
Level of theory: ωB97M-V/def2-TZVPD

Structure (XYZ):
```
54
Properties=species:S:1:pos:R:3:lowdin_charge:R:1
N -0.026 2.484 -1.746 0.05
C 0.356 3.575 -1.941 -0.12
C 0.569 4.948 -1.598 0.02
H -0.386 5.484 -1.561 0.13
H 1.207 5.454 -2.323 0.12
H 1.047 4.971 -0.612 0.12
N 2.598 -1.578 -2.441 0.10
C 3.579 -2.175 -2.414 -0.17
C 4.780 -2.952 -2.278 -0.01
H 5.524 -2.543 -2.980 0.12
H 4.538 -3.996 -2.538 0.12
H 5.119 -2.865 -1.235 0.11
N -2.044 -0.770 -1.730 -0.01
C -2.943 -1.527 -1.896 -0.11
C -4.106 -2.267 -1.562 0.02
H -3.845 -2.996 -0.788 0.13
H -4.499 -2.787 -2.441 0.12
H -4.885 -1.591 -1.186 0.13
Ir 0.183 -0.024 -1.838 1.26
C 0.136 -1.416 -0.646 -0.41
O 0.240 -2.206 0.178 0.18
C 1.517 0.669 -0.784 -0.40
O 2.315 0.902 0.006 0.18
C 0.872 1.283 -3.859 -0.07
C -0.530 1.345 -3.755 -0.09
C -1.288 0.183 -3.763 -0.09
C -0.654 -1.075 -3.866 -0.08
C 0.727 -1.127 -3.976 -0.09
C 1.489 0.051 -3.975 -0.07
H 1.475 2.171 -3.842 0.14
H -1.059 2.271 -3.620 0.13
H -2.349 0.280 -3.612 0.13
H -1.215 -1.991 -3.837 0.14
H 1.177 -2.097 -4.050 0.13
H 2.559 0.032 -4.046 0.14
C -2.727 1.304 3.375 0.02
N -1.441 0.642 3.338 -0.06
C -0.692 0.403 2.224 -0.53
Se -1.263 0.929 0.536 1.11
N 0.435 -0.223 2.702 0.18
C 0.403 -0.382 4.073 -0.09
C 1.319 -0.965 4.986 0.09
C 0.920 -0.977 6.340 0.06
C -0.317 -0.423 6.732 0.09
C -1.203 0.173 5.813 0.09
C -0.804 0.166 4.489 -0.10
H -2.995 1.291 4.428 0.10
H -3.456 0.778 2.767 0.11
H -2.666 2.318 2.996 0.12
H 1.238 -0.537 2.142 0.18
H 2.263 -1.361 4.623 0.14
H 1.575 -1.418 7.102 0.16
H -0.597 -0.460 7.787 0.16
H -2.167 0.622 6.103 0.15
```

The highest occupied orbital energy (spin up / spin down) is -18.1 / -20.8 eV. Its spin multiplicity is 6. The calculation puts the HOMO-LUMO gap (spin up / spin down) at 6.535 / 5.343 eV. The value obtained for the total energy is -102867.884 eV. The net charge is +4. Its expectation value of S² is 8.8039. The strongest force on any atom comes out at 0.12905 hartree/bohr.



# 3
Formula: BH10LiO3
Source: the OMol25 dataset
Level of theory: ωB97M-V/def2-TZVPD

Structure (XYZ):
```
15
Properties=species:S:1:pos:R:3:lowdin_charge:R:1
Li -27.970 22.739 34.641 0.60
B -29.670 22.939 32.965 -0.46
H -28.556 22.538 32.455 -0.04
H -29.885 22.370 33.861 -0.15
H -29.582 24.121 33.249 -0.07
H -30.703 23.028 32.286 -0.04
O -27.490 20.693 35.180 -0.18
H -27.487 20.072 34.284 0.16
H -27.209 20.166 36.005 0.09
O -28.281 24.000 36.154 -0.05
H -28.746 24.768 35.912 0.04
H -28.833 23.667 36.846 0.06
O -26.310 22.847 34.156 -0.17
H -26.047 22.119 33.613 0.03
H -26.046 23.759 33.689 0.16
```

The highest occupied orbital energy is -8.2 eV. Its spin multiplicity is 1. The calculation puts the HOMO-LUMO gap at 7.893 eV. The value obtained for the total energy is -7185.323 eV. The value obtained for the energy above the lowest of the compared OMol25 structures with the same formula, charge and spin is 0.000 eV. The strongest force on any atom comes out at 0.09022 hartree/bohr.



# 4
Formula: C23H52N3S
Source: the OMol25 dataset
Level of theory: ωB97M-V/def2-TZVPD

Structure (XYZ):
```
79
Properties=species:S:1:pos:R:3:lowdin_charge:R:1
C -1.887 -1.040 -2.259 -0.05
C -0.809 -0.245 -3.034 -0.39
C -1.429 0.807 -3.980 -0.04
C 0.110 0.396 -2.013 -0.14
N 1.303 1.039 -2.586 0.13
C 2.336 0.405 -3.090 -0.33
N 2.332 -0.947 -3.051 0.09
C 3.647 -1.571 -2.963 -0.14
C 4.732 -0.923 -3.826 -0.09
C 4.394 0.459 -4.366 -0.27
C 4.061 0.571 -5.868 -0.14
C 2.906 -0.274 -6.397 -0.26
C 3.259 -1.692 -6.859 -0.51
S 2.080 -2.886 -6.136 0.75
N 3.360 1.136 -3.559 0.16
H -2.737 -0.389 -2.107 0.08
H -2.143 -1.954 -2.768 0.09
H -1.477 -1.278 -1.288 0.06
H -0.301 -0.968 -3.660 0.11
H -1.140 0.590 -4.997 0.07
H -1.011 1.780 -3.749 0.07
H -2.504 0.822 -3.912 0.08
H -0.459 1.176 -1.531 0.14
H 0.438 -0.313 -1.268 0.13
H 1.332 2.049 -2.576 0.17
H 1.751 -1.365 -3.772 0.09
H 3.952 -1.629 -1.929 0.12
H 3.523 -2.590 -3.284 0.11
H 5.594 -0.808 -3.185 0.12
H 5.042 -1.599 -4.602 0.11
H 5.303 1.032 -4.260 0.14
H 3.754 1.603 -6.018 0.11
H 4.968 0.440 -6.443 0.13
H 2.550 0.231 -7.285 0.11
H 2.063 -0.285 -5.724 0.07
H 4.291 -1.948 -6.674 0.07
H 3.121 -1.755 -7.924 0.06
H 2.853 -3.866 -5.646 -0.14
H 3.025 1.979 -4.008 0.16
C -4.377 -1.757 0.532 -0.10
C -3.262 -1.188 1.406 -0.28
C -2.242 -2.235 1.849 -0.23
C -2.807 -3.359 2.719 -0.23
C -3.496 -2.885 3.997 -0.26
C -2.558 -2.143 4.945 -0.10
H -4.972 -2.501 1.062 0.07
H -5.055 -0.964 0.214 0.07
H -3.963 -2.227 -0.363 0.06
H -3.697 -0.690 2.276 0.09
H -2.737 -0.410 0.842 0.09
H -1.431 -1.733 2.386 0.10
H -1.781 -2.683 0.961 0.10
H -1.990 -4.037 2.984 0.11
H -3.513 -3.956 2.135 0.10
H -3.902 -3.757 4.514 0.11
H -4.350 -2.248 3.753 0.10
H -1.714 -2.771 5.234 0.08
H -3.087 -1.853 5.853 0.07
H -2.167 -1.230 4.489 0.05
C 1.611 2.890 6.641 -0.11
C 1.059 3.409 5.316 -0.27
C -0.302 4.088 5.448 -0.23
C -1.428 3.185 5.954 -0.23
C -1.678 1.935 5.112 -0.27
C -2.110 2.242 3.681 -0.10
H 0.967 2.124 7.075 0.07
H 2.597 2.446 6.501 0.07
H 1.710 3.701 7.365 0.08
H 1.004 2.586 4.597 0.09
H 1.767 4.131 4.900 0.10
H -0.582 4.512 4.479 0.10
H -0.210 4.939 6.129 0.11
H -2.350 3.773 5.999 0.11
H -1.218 2.881 6.982 0.10
H -2.464 1.347 5.593 0.10
H -0.786 1.302 5.098 0.10
H -3.021 2.843 3.669 0.08
H -2.311 1.318 3.134 0.05
H -1.337 2.785 3.134 0.06
```

The highest occupied orbital energy is -12.3 eV. Its spin multiplicity is 1. The calculation puts the HOMO-LUMO gap at 9.691 eV. The value obtained for the total energy is -39994.847 eV. The net charge is +1. The strongest force on any atom comes out at 0.02250 hartree/bohr.



# 5
Formula: C6H9N2O2
Source: the OMol25 dataset
Level of theory: ωB97M-V/def2-TZVPD

Structure (XYZ):
```
19
Properties=species:S:1:pos:R:3:lowdin_charge:R:1
C 3.147 -1.435 -1.623 -0.08
C 0.703 1.150 -1.483 -0.20
C 0.864 -0.841 -0.530 -0.06
C 1.929 -0.612 -1.398 -0.39
N 0.140 0.309 -0.602 0.05
N 1.827 0.628 -1.967 0.06
H -0.607 0.588 0.037 0.08
H 0.289 2.125 -1.668 0.11
H 0.800 -1.359 0.412 0.11
H 3.453 -1.483 -2.677 0.06
H 3.161 -2.445 -1.228 0.06
H 3.985 -0.875 -1.194 0.07
C -3.332 -0.285 1.709 -0.05
C -1.915 0.289 1.784 -0.78
O -1.741 1.402 1.171 -0.14
O -1.026 -0.334 2.385 -0.07
H -3.356 -1.173 2.337 0.05
H -3.462 -0.774 0.739 0.06
H -4.026 0.506 1.968 0.06
```

The highest occupied orbital energy is -4.7 eV. Its spin multiplicity is 1. The calculation puts the HOMO-LUMO gap at 8.477 eV. The value obtained for the total energy is -13445.149 eV. The value obtained for the energy above the lowest of the compared OMol25 structures with the same formula, charge and spin is 0.614 eV. The net charge is -1. The strongest force on any atom comes out at 0.03227 hartree/bohr.



# 6
Formula: C2FNO5
Source: the OMol25 dataset
Level of theory: ωB97M-V/def2-TZVPD

Structure (XYZ):
```
9
Properties=species:S:1:pos:R:3:lowdin_charge:R:1
C 1.148 -2.293 -0.100 -0.45
C 2.208 1.951 0.134 -0.41
N -3.539 0.418 0.342 0.04
O 2.921 2.216 -0.743 0.21
O 0.330 -1.633 -0.544 0.22
O 1.607 1.504 1.018 0.20
O -3.218 1.038 -0.573 0.11
O 2.007 -2.928 0.291 0.23
F -4.888 -0.180 0.131 -0.15
```

The highest occupied orbital energy is -12.3 eV. Its spin multiplicity is 1. The calculation puts the HOMO-LUMO gap at 11.345 eV. The value obtained for the total energy is -16517.505 eV. The value obtained for the energy above the lowest of the compared OMol25 structures with the same formula, charge and spin is 0.000 eV. The SMILES is O=C=O.O=C=O.O=NF. The strongest force on any atom comes out at 0.04906 hartree/bohr.



# 7
Formula: C8H6N2O
Source: the OMol25 dataset
Level of theory: ωB97M-V/def2-TZVPD

Structure (XYZ):
```
17
Properties=species:S:1:pos:R:3:lowdin_charge:R:1
C 0.797 2.434 -0.154 -0.02
C 0.260 2.570 -1.492 -0.03
C -0.348 1.511 -2.095 -0.15
C 0.084 0.095 -0.263 -0.09
C 0.735 1.229 0.405 -0.01
C -0.048 -1.213 0.426 -0.36
C 0.208 -3.108 1.378 0.00
C -1.145 -2.723 1.560 -0.03
H 1.231 3.314 0.325 0.12
H 0.298 3.381 -1.945 0.02
H -1.051 1.792 -2.874 0.11
H 1.076 0.992 1.220 0.02
H 0.787 -3.779 1.474 -0.02
H -1.965 -3.222 2.008 0.10
N -0.525 0.296 -1.531 0.12
N 0.873 -2.065 0.604 0.16
O -1.267 -1.505 0.953 0.06
```

The highest occupied orbital energy is -9.4 eV. Its spin multiplicity is 1. The calculation puts the HOMO-LUMO gap at 9.825 eV. The value obtained for the total energy is -13416.976 eV. The value obtained for the energy above the lowest of the compared OMol25 structures with the same formula, charge and spin is 4.330 eV. The SMILES is c1ccc(-c2ncco2)nc1. The strongest force on any atom comes out at 0.27952 hartree/bohr.



# 8
Formula: C39H47Br2F4INO2PSSi
Source: the OMol25 dataset
Level of theory: ωB97M-V/def2-TZVPD

Structure (XYZ):
```
99
Properties=species:S:1:pos:R:3:lowdin_charge:R:1
C 2.496 -1.503 6.474 -0.18
C 1.804 -0.241 5.756 -0.75
I 0.789 1.052 7.233 0.70
C 0.850 -0.630 4.522 -0.22
C 0.898 0.593 3.470 -0.11
C -0.195 1.724 3.429 0.00
C -0.039 2.860 2.386 -0.01
C 1.149 2.932 1.357 -0.10
C 1.188 4.131 0.309 -0.16
C -0.248 4.358 -0.413 -0.21
C -0.997 3.002 -0.818 -0.20
C -2.246 3.280 -1.830 -0.20
C -3.676 3.271 -1.088 -0.21
C -4.808 2.390 -1.829 -0.21
C -5.500 1.298 -0.843 -0.27
C -6.879 0.706 -1.413 -0.28
Si -7.902 -0.310 -0.153 0.57
C -7.537 0.132 1.689 -0.23
C -9.823 -0.074 -0.361 -0.21
C -7.625 -2.225 -0.306 -0.22
C -7.232 -3.096 0.947 -0.07
C -7.050 -4.644 0.852 -0.08
C -7.227 -5.432 -0.496 -0.07
C -7.603 -4.556 -1.736 -0.08
C -7.802 -3.012 -1.641 -0.09
C 2.223 1.825 1.388 0.02
C 2.064 0.658 2.439 0.01
C 3.204 -0.482 2.386 -0.23
O 3.703 -1.005 3.414 0.05
C 3.692 -0.864 0.893 0.05
C 3.982 -2.345 0.578 -0.06
F 3.771 -3.282 1.620 0.01
C 4.459 -2.696 -0.857 -0.09
C 4.766 -4.245 -1.160 -0.16
C 6.344 -4.532 -1.344 -0.29
N 7.228 -3.418 -0.896 -0.02
C 4.651 -1.541 -1.914 -0.23
P 5.227 -2.113 -3.638 0.38
S 3.973 -1.570 -5.065 0.10
C 4.377 -0.028 -1.569 -0.07
C 4.618 1.147 -2.656 -0.14
C 5.863 2.080 -2.259 -0.19
C 7.209 1.788 -3.078 -0.69
F 7.157 0.645 -3.936 -0.08
Br 7.795 3.339 -4.218 0.73
C 8.415 1.569 -2.009 -0.75
F 9.661 1.270 -2.644 -0.04
F 8.144 0.441 -1.148 -0.04
Br 8.670 3.127 -0.795 0.77
C 3.865 0.311 -0.144 0.02
C 3.488 1.757 0.387 -0.23
O 4.094 2.826 0.130 0.05
H 3.156 -2.022 5.699 0.07
H 3.207 -1.141 7.311 0.08
H 1.728 -2.199 6.949 0.08
H 2.658 0.393 5.319 0.08
H -0.217 -0.870 4.852 0.11
H 1.226 -1.564 3.958 0.12
H -1.086 1.689 4.158 0.10
H -0.840 3.685 2.364 0.11
H 1.988 4.033 -0.497 0.11
H 1.373 5.092 0.927 0.13
H -0.041 4.955 -1.366 0.11
H -0.895 5.025 0.272 0.12
H -1.467 2.450 0.082 0.10
H -0.309 2.222 -1.318 0.12
H -2.301 2.529 -2.686 0.10
H -2.139 4.329 -2.307 0.11
H -3.626 2.891 -0.003 0.10
H -4.086 4.350 -1.037 0.11
H -5.654 3.114 -2.149 0.11
H -4.449 1.901 -2.806 0.11
H -5.578 1.768 0.199 0.10
H -4.774 0.408 -0.739 0.12
H -7.504 1.610 -1.779 0.09
H -6.625 0.017 -2.292 0.08
H -8.069 -0.648 2.360 0.04
H -6.417 0.095 1.905 0.04
H -8.033 1.135 1.940 0.05
H -10.065 0.667 -1.195 0.03
H -10.322 0.205 0.638 0.04
H -10.288 -1.080 -0.673 0.04
H -7.079 -2.607 1.972 0.07
H -6.782 -5.267 1.770 0.08
H -7.107 -6.570 -0.555 0.09
H -7.751 -5.139 -2.719 0.08
H -8.106 -2.460 -2.594 0.09
H 4.364 -4.855 -0.271 0.12
H 4.143 -4.537 -2.072 0.11
H 6.590 -5.435 -0.670 0.12
H 6.505 -4.819 -2.449 0.09
H 7.162 -2.651 -1.578 0.03
H 8.202 -3.762 -0.809 0.08
H 5.266 -3.562 -3.715 -0.02
H 6.584 -1.694 -3.919 -0.01
H 4.680 0.750 -3.724 0.06
H 3.682 1.826 -2.630 0.13
H 6.075 1.885 -1.141 0.09
H 5.592 3.192 -2.380 0.12
```

The highest occupied orbital energy is -8.7 eV. Its spin multiplicity is 1. The calculation puts the HOMO-LUMO gap at 7.156 eV. The value obtained for the total energy is -233832.812 eV. The strongest force on any atom comes out at 0.09968 hartree/bohr.



What is the formula in the fifth record?
C6H9N2O2



Which of these has the lowest strongest force on any atom?
C4H10N2O



Which of these has the lowest strongest force on any atom?
C4H10N2O